Computed, not measured: a molecular structure, C17H21F5N5NaO6Te at a distorted geometry, with ωB97M-V with the def2-TZVPD basis set.

```
! wB97M-V def2-TZVPD RIJCOSX def2/J DEFGRID3
* xyz -2 1
Na -1.30 1.77 0.17
O 3.19 -0.82 1.78
C 2.38 -0.07 1.18
O 2.08 -0.10 -0.03
C 2.01 1.21 1.98
C 2.88 1.55 3.02
C 2.63 2.68 3.76
C 1.52 3.44 3.46
C 0.70 3.05 2.41
N 0.93 1.94 1.68
C -0.50 3.97 2.05
O -0.72 4.88 2.86
O -1.09 3.72 0.98
H 3.72 0.89 3.21
H 3.29 2.97 4.58
H 1.25 4.34 3.99
C 1.09 0.25 -4.73
N 0.61 1.24 -3.79
C -0.34 2.21 -4.03
C -0.52 2.84 -2.83
N 0.29 2.28 -1.88
C 0.94 1.32 -2.47
H 1.33 0.72 -5.68
H 0.34 -0.53 -4.90
H 1.99 -0.21 -4.32
H -0.80 2.33 -5.00
H -1.20 3.64 -2.60
H 1.63 0.66 -1.97
F -3.63 0.08 1.27
Te -4.22 0.19 -0.51
F -3.77 -1.61 -0.76
F -5.79 -0.53 0.24
F -5.25 0.10 -2.09
F -5.03 1.83 -0.05
O -2.83 0.96 -1.31
C -0.47 -1.78 -1.97
N -0.17 -2.35 -0.68
C 0.67 -3.52 -0.69
C 0.59 -4.25 0.63
C 0.84 -3.26 1.75
N -0.12 -2.17 1.65
C -0.31 -1.39 2.85
C -0.48 -1.63 0.44
O -1.12 -0.59 0.36
H -1.15 -2.44 -2.53
H 0.45 -1.65 -2.55
H -0.96 -0.82 -1.84
H 1.71 -3.25 -0.91
H 0.32 -4.17 -1.51
H 1.33 -5.05 0.67
H -0.40 -4.70 0.75
H 1.86 -2.86 1.69
H 0.71 -3.73 2.72
H -0.81 -1.99 3.61
H -0.94 -0.53 2.61
H 0.65 -1.03 3.24
*
```

Results
Largest force on an atom, eV Å⁻¹: 1.90
Highest occupied orbital energy, eV: -2.94
Relative energy (zero: lowest compared OMol25 entry of this formula, charge and spin), kcal per mole: 0.0

natural (NBO) atomic charge list, values in e, 2 entries:
1 Na 0.92
2 O -0.79

Computed, not measured: 2 unconnected molecules or ions with the total composition C19H23N2 at a distorted geometry, with ωB97M-V with the def2-TZVPD basis set.

```
! wB97M-V def2-TZVPD RIJCOSX def2/J DEFGRID3
* xyz 1 1
C 0.08 -2.52 -2.30
C -0.74 -2.36 -1.10
C -0.48 -1.69 0.09
C -1.55 -1.55 1.06
C -2.94 -1.99 0.74
C -1.31 -1.00 2.31
C -0.05 -0.53 2.68
C 0.17 0.04 4.05
C 0.98 -0.58 1.73
C 0.80 -1.14 0.47
C 1.95 -1.15 -0.46
H -0.55 -2.92 -3.12
H 0.55 -1.59 -2.67
H 0.86 -3.28 -2.09
H -1.72 -2.84 -1.19
H -3.57 -1.90 1.63
H -3.36 -1.35 -0.04
H -2.97 -3.03 0.40
H -2.13 -0.91 3.02
H 1.20 0.38 4.17
H -0.50 0.88 4.26
H -0.02 -0.73 4.82
H 1.94 -0.14 2.01
H 2.82 -0.65 -0.01
H 2.25 -2.17 -0.75
H 1.68 -0.59 -1.36
C 1.91 -6.21 0.58
C 2.50 -5.71 -0.68
N 2.29 -4.65 -1.46
C 3.23 -4.75 -2.52
C 3.99 -5.91 -2.33
C 5.01 -6.36 -3.15
C 5.31 -5.57 -4.27
C 4.58 -4.38 -4.51
C 3.54 -3.96 -3.64
N 3.50 -6.48 -1.17
H 1.12 -5.56 0.94
H 1.51 -7.22 0.41
H 2.71 -6.30 1.33
H 5.52 -7.29 -2.86
H 6.10 -5.88 -4.95
H 4.83 -3.77 -5.38
H 2.97 -3.04 -3.81
H 3.88 -7.33 -0.76
*
```

Results
Largest force on an atom, eV Å⁻¹: 1.70
Highest occupied orbital energy, eV: -10.93
Relative energy (zero: lowest compared OMol25 entry of this formula, charge and spin), kcal per mole: 6.3

natural (NBO) atomic charge list, values in e, 2 entries:
1 C -0.75
2 C 0.21

Computed, not measured: 2 unconnected molecules or ions with the total composition C4H7NO at a distorted geometry, with ωB97M-V with the def2-TZVPD basis set.

```
! wB97M-V def2-TZVPD RIJCOSX def2/J DEFGRID3
* xyz 0 1
C 0.61 -0.56 -0.58
C 1.40 0.54 -0.99
C 2.50 0.76 -0.14
N 2.17 -0.02 1.04
C 1.14 -0.80 0.70
H -0.42 -0.65 -0.94
H 1.22 1.23 -1.84
H 3.18 1.57 -0.21
H 2.88 -0.14 1.71
H 0.70 -1.40 1.55
O -5.74 0.04 -0.08
H -5.90 -0.25 -0.99
H -4.77 -0.23 0.08
*
```

Results
Largest force on an atom, eV Å⁻¹: 4.84
SMILES: c1cc[nH]c1.O
Highest occupied orbital energy, eV: -8.25
Relative energy (zero: lowest compared OMol25 entry of this formula, charge and spin), kcal per mole: 44.5

natural (NBO) atomic charge list, values in e, 2 entries:
1 C -0.35
2 C -0.26

Computed, not measured: a gas-phase ion, C5H9O2S (charge -1) at a distorted geometry, with ωB97M-V with the def2-TZVPD basis set.

```
! wB97M-V def2-TZVPD RIJCOSX def2/J DEFGRID3
* xyz -1 1
C -2.18 2.47 0.22
S -0.46 2.29 0.98
C 0.46 0.97 0.02
C 0.74 -0.34 0.70
C 1.59 -1.21 -0.15
C 0.46 -2.18 -0.83
O 0.70 -2.61 -1.97
O -0.41 -2.60 -0.10
H -2.05 2.21 -0.78
H -2.48 3.56 0.27
H -3.00 2.13 0.86
H -0.31 0.56 -0.81
H 1.07 1.50 -0.57
H -0.24 -0.71 1.22
H 1.30 0.01 1.59
H 2.36 -1.81 0.34
H 2.08 -0.71 -1.07
*
```

Results
Largest force on an atom, eV Å⁻¹: 7.22
SMILES: CSCCCC(=O)[O-]
Highest occupied orbital energy, eV: -3.79
Relative energy (zero: lowest compared OMol25 entry of this formula, charge and spin), kcal per mole: 45.4

natural (NBO) atomic charge list, values in e, 2 entries:
1 C -0.71
2 S 0.07

Computed, not measured: 2 unconnected molecules or ions with the total composition C2H9NS at a distorted geometry, with ωB97M-V with the def2-TZVPD basis set.

```
! wB97M-V def2-TZVPD RIJCOSX def2/J DEFGRID3
* xyz 0 1
S 1.89 -1.76 -0.58
H 2.20 -1.65 -1.89
C -0.97 -0.84 0.50
N -0.75 0.68 0.41
C 0.52 1.14 -0.22
H -1.94 -0.98 0.99
H -0.14 -1.30 1.01
H -0.99 -1.16 -0.54
H -1.59 1.09 -0.02
H -0.72 0.99 1.38
H 0.63 0.76 -1.23
H 0.54 2.24 -0.23
H 1.32 0.79 0.41
*
```

Results
Largest force on an atom, eV Å⁻¹: 1.29
Highest occupied orbital energy, eV: -6.10
Relative energy (zero: lowest compared OMol25 entry of this formula, charge and spin), kcal per mole: 54.1

natural (NBO) atomic charge list, values in e, 2 entries:
1 S -1.07
2 H 0.11